[1]
The following is a DFT calculation (ωB97M-V/def2-TZVPD) of a molecular structure, C39H31BrGaIN2O3P at a distorted geometry.

The frontier orbital gap comes out at 0.274 Eh. Its total charge is +1. The value obtained for the energy above the lowest of the compared OMol25 structures with the same formula, charge and spin is 4.2 kcal/mol.

Structure (XYZ):
```
79
Properties=species:S:1:pos:R:3:forces:R:3
I 0.0557 -2.4398 -1.3750 -0.360 -0.770 0.164
Br 1.6406 -5.5079 -1.0308 -0.124 -0.101 0.024
Ga -0.0669 -0.1530 0.3623 0.306 -0.125 0.573
P 0.3418 1.7425 -1.1138 -0.250 0.346 0.058
O -4.5869 0.0224 -0.0965 0.180 0.152 0.484
O 1.8284 -0.1930 0.6353 -0.204 -0.063 -0.443
O -1.9004 -0.2025 0.4325 -0.593 0.299 -0.261
N 1.2956 -0.9327 2.7321 0.851 -0.363 0.741
N 0.0310 -0.7268 2.3046 -1.014 0.356 -0.744
C 2.1708 -0.6783 1.7962 -0.716 -0.106 0.361
C -5.0646 -0.8364 2.0693 0.247 0.080 -0.213
C -4.1387 -0.4714 1.1083 -0.083 -0.087 -0.064
C -1.1301 3.0854 -4.6814 -0.011 0.080 -0.055
C 4.1007 -1.2307 3.2877 -0.157 0.060 -0.178
C -0.2302 2.6831 -3.7091 0.048 -0.102 0.096
C -2.9668 2.2861 -3.3494 0.014 0.013 0.049
C 5.4381 -1.5494 3.4309 0.044 -0.005 0.044
C -2.7594 -0.5249 1.3995 0.309 -0.006 0.000
C -2.2088 -6.6001 0.0176 0.043 0.129 -0.007
C -2.4916 2.9047 -4.4949 -0.011 -0.022 0.020
C -0.9706 -0.9735 3.0905 0.803 -0.077 -0.080
C 0.1860 5.5989 0.1682 0.034 0.004 -0.102
C 6.2612 -1.6433 2.3182 -0.032 -0.034 -0.026
C -2.0771 1.8632 -2.3788 0.063 -0.099 0.104
C -0.8619 -6.6141 -0.2959 0.106 0.065 -0.089
C 4.4089 -1.1109 0.8977 -0.235 0.051 0.063
C -2.8969 -5.3982 0.0582 0.065 -0.010 -0.045
C 0.4507 4.4684 -0.5824 -0.007 -0.044 0.039
C 3.0203 2.3815 -0.7585 -0.172 -0.022 -0.007
C -2.2524 -4.2153 -0.2756 -0.033 0.228 -0.048
C -3.3231 -1.2345 3.6563 0.116 0.067 -0.040
C -0.7100 2.0731 -2.5536 0.137 -0.268 0.093
C -0.5013 5.4909 1.3685 -0.066 -0.036 0.063
C -0.9348 4.2557 1.8206 -0.031 0.091 0.063
C -0.9162 -4.2411 -0.6439 0.290 0.413 -0.048
C -2.3447 -0.8993 2.7012 -0.641 0.078 -0.310
C -4.4100 -0.7895 -1.2389 0.042 -0.237 -0.262
C 3.8530 0.8589 -2.9284 0.072 -0.076 -0.095
C 4.7836 1.4845 -2.1124 -0.020 0.028 -0.013
C 0.0462 3.2208 -0.1121 0.073 -0.158 0.064
C 2.5016 0.9776 -2.6558 -0.109 0.032 0.099
C -4.6609 -1.2107 3.3472 0.013 -0.108 0.076
C 2.0849 1.7505 -1.5737 -0.147 -0.109 -0.084
C -0.6536 3.1199 1.0834 0.083 -0.262 -0.065
C -0.2038 -5.4363 -0.6235 0.208 0.305 -0.108
C 4.3681 2.2444 -1.0301 0.050 0.010 -0.059
C 5.7393 -1.4432 1.0502 0.127 -0.019 0.042
C 3.5792 -0.9943 2.0152 0.612 -0.063 -0.099
H 0.5070 6.5667 -0.1878 0.022 0.057 -0.012
H -3.9415 -5.3818 0.3334 -0.036 0.064 -0.008
H -0.7058 6.3756 1.9500 -0.041 0.111 0.058
H -3.1885 3.2559 -5.2382 -0.069 0.015 -0.149
H 3.9945 -0.9589 -0.0883 -0.037 0.063 -0.044
H 6.3693 -1.5595 0.1815 0.072 0.044 -0.083
H -0.3007 -7.5341 -0.3068 0.020 -0.127 0.011
H 5.0944 2.7338 -0.4002 0.072 0.023 0.077
H -0.7346 -1.2943 4.1054 0.016 0.019 -0.067
H -2.8032 -3.2860 -0.2529 0.021 0.101 -0.055
H -0.7712 3.5607 -5.5813 0.054 0.045 -0.073
H 0.8309 2.8486 -3.8460 0.002 0.007 -0.006
H -4.0280 2.1504 -3.1997 -0.059 -0.019 -0.013
H -1.4973 4.1735 2.7379 -0.001 0.017 0.103
H -4.8797 -0.2474 -2.0587 0.042 -0.102 -0.017
H -3.0005 -1.5135 4.6483 0.042 -0.050 0.109
H 0.9692 4.5486 -1.5284 0.053 0.040 -0.041
H -2.4397 1.3893 -1.4732 -0.051 -0.002 0.034
H -0.9906 2.1479 1.4340 -0.061 0.101 0.052
H -6.1101 -0.8208 1.8054 -0.135 0.099 -0.052
H -4.9117 -1.7546 -1.1183 -0.035 0.011 0.021
H 5.8440 -1.7373 4.4130 0.024 0.035 0.104
H 4.1831 0.2801 -3.7795 0.003 -0.053 -0.012
H -2.7185 -7.5281 0.2224 -0.026 -0.082 0.108
H -5.4015 -1.4877 4.0832 0.012 0.010 0.041
H 2.6942 2.9597 0.0946 0.014 0.033 0.031
H 5.8370 1.3809 -2.3202 0.114 -0.008 -0.045
H 3.4527 -1.1590 4.1469 -0.064 0.005 0.077
H 7.3072 -1.8803 2.4359 0.097 -0.069 0.042
H 1.7697 0.4692 -3.2750 0.045 0.023 -0.051
H -3.3549 -0.9620 -1.4765 -0.032 0.069 0.085
```
Forces are in eV/Å.

[2]
The following is a DFT calculation (ωB97M-V/def2-TZVPD) of a molecular structure, C39H31BrNPPbSi at a distorted geometry.

The frontier orbital gap comes out at 0.240 Eh. Its total charge is +2. The value obtained for the energy above the lowest of the compared OMol25 structures with the same formula, charge and spin is 0.0 kcal/mol.

Structure (XYZ):
```
75
Properties=species:S:1:pos:R:3:forces:R:3
Pb 0.9740 0.6372 0.3920 0.805 0.039 -0.118
Br -3.8405 4.2601 -0.9281 0.294 -0.101 -0.030
P 0.0794 -1.2203 -1.2960 -0.124 -0.460 -0.922
Si 0.8815 0.7597 3.5697 -1.165 -0.046 -0.319
N -0.1072 2.5745 -0.6724 0.223 -0.336 0.017
C -0.2984 4.3909 5.1321 -0.099 0.126 0.054
C 3.9232 -1.9936 -3.6988 -0.124 -0.098 -0.027
C 0.0000 -2.9657 5.1094 -0.084 -0.130 0.050
C 0.6781 3.4706 -1.2708 0.165 0.318 -0.189
C 0.1909 4.6651 -1.7813 0.016 -0.222 0.086
C 0.6187 -1.7636 4.8184 0.129 0.380 -0.217
C 2.7389 -0.6366 -2.0328 -0.121 -0.218 -0.123
C 0.1008 -0.9235 3.8211 0.187 0.477 -0.164
C -0.5486 -2.9078 -0.9956 0.092 0.391 0.314
C 1.6613 -2.5261 -3.1416 -0.208 0.313 0.305
C 5.0530 -0.0964 -2.6148 -0.006 0.097 0.106
C -3.1791 0.7875 -3.8032 0.052 -0.006 -0.048
C -1.9742 0.4773 -4.4122 -0.047 0.051 -0.073
C -2.1278 -4.6864 -1.3036 -0.056 -0.088 0.008
C -1.9803 3.9850 -1.1026 0.040 0.010 0.065
C 0.2653 -3.7627 -0.2533 -0.015 0.123 -0.035
C -1.4092 2.8295 -0.5842 -0.564 0.213 0.009
C -0.1140 -5.0757 -0.0543 0.070 -0.003 0.076
C 3.9145 -0.9122 -2.7908 -0.296 0.104 0.182
C -1.6499 -2.5425 3.4108 -0.074 -0.001 -0.073
C -1.1293 -3.3580 4.4056 0.110 0.057 0.024
C 0.4184 3.2488 4.8271 0.166 -0.346 -0.215
C 2.7481 0.4334 -1.1006 -0.537 0.320 0.644
C 5.0273 0.9469 -1.7366 0.185 -0.032 -0.180
C 1.6117 -1.4786 -2.2468 -0.336 -0.131 0.115
C -1.7558 -3.3684 -1.5153 0.068 0.173 -0.040
C -1.9707 3.7901 3.5115 -0.064 -0.034 -0.085
C 2.8225 -2.7864 -3.8759 0.237 0.056 -0.100
C -1.0437 -1.3353 3.1241 0.171 0.254 0.029
C -1.2653 2.6417 3.2101 0.192 -0.214 0.035
C -1.1653 4.9331 -1.7130 -0.084 -0.364 0.227
C -1.1620 -0.4198 -2.3508 0.240 0.083 0.411
C -3.3732 0.5145 -2.4583 -0.123 -0.010 0.091
C -1.3090 -5.5399 -0.5828 -0.040 0.053 -0.008
C -1.4862 4.6668 4.4715 0.118 -0.051 0.024
C -2.3690 -0.0926 -1.7323 0.172 -0.080 -0.055
C 3.8773 1.2030 -0.9737 -0.386 0.013 0.272
C -0.0564 2.3531 3.8578 0.273 -0.514 -0.171
C -0.9515 -0.1119 -3.6876 0.144 -0.124 0.122
H -1.8330 0.6852 -5.4593 0.038 0.069 -0.167
H -2.3953 -2.7225 -2.1008 0.002 0.034 0.008
H 1.3432 3.0377 5.3458 0.105 0.085 0.077
H 0.8669 5.3779 -2.2225 0.118 0.023 -0.109
H 5.8902 1.5787 -1.6030 0.151 0.040 -0.019
H -2.9036 4.0020 3.0093 -0.041 0.004 -0.054
H -2.5092 -0.3443 -0.6876 -0.138 0.018 0.098
H -1.5989 -6.5680 -0.4329 -0.045 -0.098 0.019
H 5.9435 -0.3227 -3.1816 0.097 0.027 -0.068
H -1.6030 -4.3017 4.6306 -0.039 -0.057 0.036
H -3.9739 1.2359 -4.3762 -0.089 0.090 -0.095
H -1.4514 -0.6978 2.3503 -0.139 0.015 -0.077
H -3.0614 -5.0498 -1.7064 -0.049 -0.009 -0.064
H 3.9111 2.0166 -0.2617 0.025 0.075 0.090
H 4.8304 -2.1833 -4.2516 0.097 -0.048 -0.098
H 1.7240 3.2163 -1.3523 0.144 0.000 0.007
H 2.8359 -3.6115 -4.5726 0.053 -0.023 -0.032
H -2.0348 5.5665 4.7036 -0.055 0.068 0.047
H 2.3351 0.8238 3.6983 0.160 0.018 0.158
H 0.3923 -3.6001 5.8898 0.067 -0.025 0.043
H -2.0361 2.0989 -0.0968 -0.016 -0.078 0.068
H 0.7914 -3.1534 -3.2691 -0.055 -0.122 -0.053
H -4.3072 0.7680 -1.9832 -0.146 0.010 0.052
H 1.4997 -1.4620 5.3682 0.095 -0.078 0.096
H 0.5199 -5.7386 0.5123 0.095 -0.080 0.052
H 0.0629 5.0702 5.8885 0.074 0.040 0.057
H -1.5784 5.8459 -2.1113 -0.054 0.095 -0.030
H -2.5340 -2.8482 2.8691 -0.013 -0.006 -0.043
H -0.0025 -0.3408 -4.1535 0.003 -0.033 -0.068
H 1.2065 -3.3995 0.1384 0.096 -0.046 0.075
H -1.6456 1.9541 2.4673 -0.142 -0.055 -0.081
```
Forces are in eV/Å.

[3]
The following is a DFT calculation (ωB97M-V/def2-TZVPD) of a molecular structure, C39H31Cl3N3PRu at a distorted geometry.

The frontier orbital gap (alpha / beta) comes out at 0.270 / 0.253 Eh. Its total charge is +1. The value obtained for the energy above the lowest of the compared OMol25 structures with the same formula, charge and spin is 0.7 kcal/mol. Its multiplicity is 2.

Structure (XYZ):
```
78
Properties=species:S:1:pos:R:3:forces:R:3
Ru 0.1272 1.0321 0.0166 0.586 0.834 0.737
Cl 2.1571 -0.8991 2.1608 0.115 -0.036 0.123
Cl 1.8877 4.2916 -4.2295 -0.007 0.046 -0.022
Cl 0.4409 1.1495 3.3390 0.030 0.027 0.032
P -0.8049 -2.1949 -0.1046 -0.056 -0.060 -0.084
N 1.1369 1.3938 -1.6757 0.101 -0.052 -0.288
N 0.8081 3.0413 0.5748 -0.242 -0.242 -0.110
N -0.2866 -0.7316 -0.2523 -0.177 -0.621 -0.098
C 4.7995 4.1073 1.1275 0.014 0.144 0.015
C -4.7479 -2.7681 -2.3771 0.009 0.002 0.010
C -4.4645 -3.5889 -1.2937 -0.002 0.005 -0.009
C 0.0182 -4.0628 -2.0217 0.006 0.005 -0.014
C 3.8436 5.0852 1.1029 0.092 -0.027 0.003
C 2.4849 4.7515 0.9281 -0.087 -0.129 0.009
C -3.2835 -3.4221 -0.5861 -0.015 -0.021 0.023
C 0.3208 -3.4207 -0.8248 -0.045 0.032 0.053
C 0.9330 -4.9372 -2.5949 0.011 0.000 0.000
C 1.9530 2.7723 -3.4267 0.000 -0.031 0.000
C -1.4094 -1.7198 2.5395 -0.061 0.026 0.010
C -2.3810 -2.4311 -0.9623 0.038 0.060 0.044
C -1.1450 -4.3598 3.3561 0.004 -0.009 -0.011
C 4.4275 2.7589 0.9857 -0.090 -0.125 -0.015
C -3.8891 3.5812 0.3089 -0.030 0.027 0.006
C 2.4564 -4.5397 -0.7768 0.005 -0.006 0.001
C 2.1500 -5.1745 -1.9753 -0.005 0.007 0.002
C 1.9611 0.4107 -2.0849 0.010 0.083 -0.058
C -2.7918 1.4642 -0.0900 -0.149 0.193 0.008
C 1.6475 -0.1098 3.6642 -0.080 0.011 -0.111
C 1.4558 5.7228 0.9133 -0.062 -0.022 0.000
C -1.0571 -2.6984 1.6157 0.038 -0.070 -0.076
C 2.8130 0.5793 -3.1576 0.002 -0.070 0.013
C -2.6709 -1.6059 -2.0465 0.004 -0.005 -0.011
C -1.6262 -2.0574 3.8663 0.002 -0.023 0.001
C -0.1441 3.9713 0.5796 0.072 -0.180 -0.052
C 2.8270 1.7824 -3.8407 -0.021 0.044 -0.023
C -1.4900 3.4458 0.3557 -0.013 -0.121 0.030
C -0.9276 -4.0228 2.0273 0.041 0.010 0.029
C 1.1149 2.5485 -2.3501 -0.063 -0.042 0.018
C 1.5464 -3.6673 -0.2038 0.004 -0.005 0.011
C 0.1605 5.3390 0.7556 0.045 0.138 0.022
C 3.1154 2.4052 0.8096 0.096 0.012 -0.017
C -2.6603 4.1952 0.4692 0.032 0.020 0.007
C -1.5447 2.0714 0.0620 -0.227 0.038 -0.182
C 2.1157 3.3971 0.7678 0.063 0.144 0.029
C -3.9516 2.2191 0.0400 0.050 -0.055 -0.020
C -1.4914 -3.3786 4.2745 -0.004 0.004 0.007
C -3.8525 -1.7758 -2.7524 -0.001 0.004 -0.009
H 0.4115 3.3005 -2.0258 0.001 0.023 0.040
H -2.6198 5.2528 0.6979 0.000 -0.006 -0.005
H -4.0750 -1.1316 -3.5931 -0.005 -0.004 0.002
H 2.5114 0.3534 4.1240 0.002 0.022 -0.017
H -2.8658 0.4092 -0.3098 0.007 -0.011 -0.007
H -1.9052 -1.2914 4.5790 0.001 -0.001 -0.002
H 3.4006 -4.7343 -0.2849 -0.002 0.000 -0.003
H -5.6711 -2.8990 -2.9262 0.002 0.000 0.001
H -0.6411 -4.7900 1.3178 -0.012 0.005 0.002
H -3.0746 -4.0606 0.2637 0.010 0.008 -0.002
H -1.0389 -5.3886 3.6739 -0.003 0.003 0.004
H -5.1659 -4.3570 -0.9961 0.001 0.002 -0.002
H 0.6892 -5.4361 -3.5235 0.003 0.001 0.002
H 5.8416 4.3631 1.2624 -0.009 0.017 0.002
H -1.5133 -0.6905 2.2192 -0.009 -0.004 -0.018
H 3.4619 -0.2339 -3.4494 -0.001 0.004 -0.001
H -4.9146 1.7372 -0.0763 0.002 0.007 0.000
H 1.7801 -3.1922 0.7417 -0.010 0.004 -0.012
H -0.6370 6.0671 0.7420 0.012 0.003 0.001
H -1.6603 -3.6443 5.3100 0.002 -0.002 -0.003
H -4.7989 4.1590 0.3996 0.007 0.003 0.005
H -1.9707 -0.8266 -2.3240 0.000 -0.002 0.002
H 2.8308 1.3650 0.7238 0.013 -0.005 -0.019
H -0.9319 -3.8861 -2.5091 -0.003 -0.004 0.000
H 5.1900 1.9914 1.0230 -0.016 -0.011 -0.008
H 1.7161 6.7678 1.0301 -0.019 0.001 0.001
H 3.4881 1.9532 -4.6789 0.000 -0.006 0.003
H 1.9112 -0.5141 -1.5281 0.015 -0.001 0.013
H 4.1111 6.1280 1.2209 0.015 -0.008 0.003
H 2.8592 -5.8603 -2.4200 -0.003 0.001 0.001
H 1.1994 -0.8612 4.3030 -0.035 -0.006 -0.017
```
Forces are in eV/Å.